# C2H8N5O

A molecular structure, C2H8N5O at a distorted geometry (ωB97M-V with the def2-TZVPD basis set, the Open Molecules 2025 dataset).

Element x y z (Å)
C  -0.691  0.603  -0.658
C  1.082  -0.545  1.365
N  -1.497  0.026  0.297
N  0.586  0.463  -0.598
N  1.738  -1.521  1.159
N  1.445  1.070  -1.557
N  -0.864  -0.664  1.354
O  -1.467  1.036  -1.722
H  1.018  0.520  1.501
H  -2.338  -0.400  -0.070
H  2.334  0.617  -1.500
H  1.480  -2.569  1.178
H  -1.316  2.002  -1.923
H  0.924  1.276  -2.362
H  -1.135  -1.619  1.293
H  -1.300  -0.294  2.243

Values from the calculation:
Lowest unoccupied orbital energy in eV: -3.440
Gap between HOMO and LUMO in eV: 9.0
Energy in eV: -11690.706
HOMO in eV: -12.39
Relative energy (zero: lowest compared OMol25 entry of this formula, charge and spin) in kcal/mol: 100.2
Total charge: +1